ORCA calculation (ωB97M-V/def2-TZVPD) on 2 unconnected molecules or ions with the total composition C22H43ClN3O8.

The value obtained for the total energy is -56875.21740 eV. As for the total charge: -1.

Atoms and positions in Å:
C1 1.61193 3.33266 -0.88445
C2 0.96716 3.20424 -2.30704
N1 -0.47270 2.86588 -2.12326
C3 -0.74570 1.42061 -2.20373
C4 -0.97609 0.87048 -0.73920
N2 -2.25240 0.11450 -0.55306
C5 -2.53664 -1.05962 -1.45196
C6 -1.28482 -1.92039 -1.83312
C7 -0.42299 -2.42348 -0.61806
C8 -0.89298 -3.80174 -0.00349
C9 -0.96379 -3.77693 1.58513
C10 0.16762 -4.64350 2.25148
C11 1.62117 -4.12124 1.95354
C12 2.28017 -3.36750 3.16246
C13 3.81193 -3.07782 2.85115
C14 4.58713 -4.45379 2.91395
O1 5.00213 -4.80455 1.58080
C15 6.41868 -4.76766 1.41175
C16 -3.39543 1.05909 -0.89862
C17 -3.67336 2.01576 0.30784
N3 -3.28770 3.41193 0.20799
C18 -3.11500 1.12401 1.51496
C19 -2.03418 1.83296 2.42985
O2 -1.01891 1.17985 2.75967
O3 -2.20839 3.01700 2.85653
C20 -2.58149 -0.22682 0.87678
C21 -1.26065 3.63451 -3.07364
C22 -1.76238 5.02601 -2.57375
O4 -1.50941 3.29172 -4.20305
H1 1.66591 2.33968 -0.36628
H2 0.98163 3.99944 -0.24826
H3 2.64320 3.75186 -0.90948
H4 0.99137 4.22210 -2.78095
H5 1.51593 2.51840 -2.99603
H6 0.16804 0.89967 -2.60326
H7 -1.56451 1.17764 -2.92068
H8 -0.06629 0.29183 -0.45614
H9 -0.98219 1.75653 -0.05508
H10 -2.95359 -0.66858 -2.41654
H11 -3.33612 -1.72973 -1.05040
H12 -0.63077 -1.43405 -2.60213
H13 -1.68614 -2.84375 -2.33335
H14 0.61606 -2.58898 -1.00911
H15 -0.32838 -1.70040 0.22041
H16 -0.11147 -4.56899 -0.24241
H17 -1.84988 -4.17991 -0.45212
H18 -1.96735 -4.10609 1.96240
H19 -0.81977 -2.73845 1.98897
H20 0.01601 -4.58986 3.36303
H21 0.05207 -5.72567 1.98029
H22 1.58298 -3.38000 1.11330
H23 2.26121 -4.98820 1.66108
H24 1.72688 -2.42173 3.40399
H25 2.28174 -3.97095 4.10693
H26 4.26406 -2.37922 3.59158
H27 3.83856 -2.61555 1.83749
H28 3.84995 -5.24008 3.22336
H29 5.42292 -4.43689 3.65293
H30 6.99066 -5.03967 2.32968
H31 6.67851 -5.53987 0.64007
H32 6.74836 -3.77315 1.02066
H33 -4.27327 0.35536 -0.83865
H34 -3.47872 1.41905 -1.94512
H35 -4.77162 2.01730 0.51031
H36 -2.27237 3.53282 0.20731
H37 -3.67615 3.90698 1.01342
H38 -3.86567 0.79193 2.27556
H39 -3.51285 -0.85402 0.92305
H40 -1.83126 -0.80304 1.45347
H41 -1.25642 5.32273 -1.62244
H42 -1.46625 5.78708 -3.36186
H43 -2.85636 5.03860 -2.37133
O5 1.77849 8.27628 -3.88927
Cl1 1.03921 7.64995 -2.81886
O6 1.61262 6.34771 -2.53042
O7 -0.34353 7.48127 -3.21858
O8 1.10168 8.47645 -1.63798


ORCA calculation (ωB97M-V/def2-TZVPD) on a gas-phase ion, C18H39BN3O5 (charge +1).

The SMILES is CCOC(=O)CCC[C@@H]1CO[C@H](CCCCN)[C@@H](B(O)OC)[N@@+]1(C)CNC. The value obtained for the total energy is -34672.78934 eV. As for the total charge: +1.

Atoms and positions in Å:
C1 -3.39267 2.07321 3.50086
C2 -1.99268 1.98070 4.29184
O1 -0.85218 2.41687 3.47219
C3 0.32214 1.69630 3.83056
O2 0.55002 1.57957 5.06662
C4 1.35515 1.09707 2.74349
C5 1.53093 2.13533 1.53601
C6 1.62557 1.42476 0.07187
C7 0.29731 1.61157 -0.80297
C8 -0.93758 1.16205 0.16727
O3 -0.61987 -0.17870 0.59178
C9 -0.48436 -1.11817 -0.47930
C10 0.71308 -2.19630 -0.24787
C11 0.48248 -3.10126 1.07154
C12 1.73920 -3.02076 2.06829
C13 2.55377 -4.38745 2.23633
N1 3.18905 -4.90202 0.98914
C14 -0.35900 -0.53093 -1.97343
B1 -1.81364 -0.72345 -2.67403
O4 -2.94495 0.17156 -2.55163
O5 -2.05229 -1.92063 -3.47045
C15 -2.92854 -2.85175 -2.77353
N2 0.29696 0.81957 -2.10651
C16 1.72272 0.50035 -2.56760
C17 -0.24796 1.68742 -3.21950
N3 0.60540 2.91096 -3.47479
C18 -0.22372 4.15623 -3.47616
H1 -3.28372 2.34851 2.39929
H2 -3.96214 1.07280 3.52560
H3 -4.10126 2.83061 4.00613
H4 -1.85896 0.87532 4.58604
H5 -2.09538 2.61759 5.23241
H6 2.36129 1.05324 3.30565
H7 1.10863 0.02968 2.43776
H8 2.51537 2.70274 1.73519
H9 0.72314 2.93466 1.46185
H10 1.91470 0.34104 0.27859
H11 2.56290 1.90829 -0.39954
H12 0.15231 2.72878 -0.95034
H13 -1.94548 1.15664 -0.40371
H14 -1.10171 1.90482 1.02462
H15 -1.44220 -1.77320 -0.46830
H16 0.62820 -2.92638 -1.14163
H17 1.75046 -1.73428 -0.32392
H18 -0.48871 -2.78829 1.59169
H19 0.39471 -4.20182 0.73195
H20 1.30932 -2.76633 3.11170
H21 2.46949 -2.17597 1.81822
H22 3.41390 -4.21521 2.98791
H23 1.89066 -5.19597 2.71666
H24 2.72459 -4.54605 0.14595
H25 4.19839 -4.67804 0.98821
H26 0.30654 -1.29945 -2.52485
H27 -3.53575 -0.10984 -1.81074
H28 -2.25047 -3.53825 -2.14506
H29 -3.63728 -2.30075 -2.06736
H30 -3.55832 -3.43821 -3.52693
H31 1.66525 0.13847 -3.66226
H32 2.18840 -0.35525 -1.98044
H33 2.42921 1.38042 -2.52307
H34 -0.23853 1.15852 -4.24643
H35 -1.28114 2.13664 -2.97560
H36 1.10706 2.77337 -4.35905
H37 -0.51737 4.42909 -2.40278
H38 -1.12233 4.02552 -4.16669
H39 0.47190 5.00442 -3.82678


| no. | strongest force on any atom (eV/Å) | M (g mol⁻¹) | Kohn-Sham gap (eV) |
| --- | --- | --- | --- |
| 1 | 2.825 | 513.1 | 7.24 |
| 2 | 4.817 | 388.3 | 8.94 |